Density functional theory data (ωB97M-V with the def2-TZVPD basis set) for a single C19H20ClN3O2S molecule.

Geometry as XYZ:
```
46
Properties=species:S:1:pos:R:3:forces:R:3
C 1.015 -2.882 -4.042 0.0832 -0.3065 -0.3102
O 1.327 -1.967 -3.014 -0.0471 0.1149 0.2779
C 0.399 -1.120 -2.498 -0.1552 0.1585 0.1267
C 0.965 -0.103 -1.717 -0.2007 0.0270 -0.0390
C 0.207 0.846 -1.058 -0.1987 -0.4176 -0.2762
N 0.738 1.854 -0.263 -0.2184 0.1374 -0.0751
C 1.753 1.826 0.647 0.0694 0.1192 -0.1305
S 2.003 3.196 1.540 0.0893 0.7151 0.3872
N 2.515 0.718 0.743 -0.3306 -0.1566 -0.3697
C 3.326 0.461 1.911 0.3618 -0.1793 0.2765
C 2.614 -0.523 2.859 -0.0699 0.3311 -0.1428
C 1.173 -0.149 2.985 0.0684 0.0331 0.3787
C 0.642 0.848 3.751 0.3107 -0.3031 -0.0210
N -0.700 0.957 3.517 -0.2328 0.3174 0.2338
C -1.066 0.037 2.581 0.1195 -0.4034 -0.3959
C -2.308 -0.244 2.025 -0.1074 0.0155 0.0072
C -2.377 -1.259 1.095 -0.1549 0.0464 0.0874
C -1.239 -1.978 0.719 0.0805 -0.2226 -0.1009
C -0.006 -1.702 1.263 -0.0509 -0.0203 0.0302
C 0.096 -0.686 2.214 -0.3711 0.2655 0.2143
C -1.193 0.844 -1.243 0.0990 -0.1374 -0.0881
O -1.876 1.843 -0.614 0.4046 -0.0969 -0.0271
C -3.273 1.900 -0.776 -0.1892 0.0545 -0.0104
C -1.760 -0.141 -2.022 0.0579 0.3538 0.1505
C -0.985 -1.132 -2.623 0.2368 -0.0189 -0.0873
Cl -1.887 -2.341 -3.492 -0.1555 -0.1178 -0.0131
H 0.408 -3.713 -3.677 0.0761 0.0967 -0.0616
H 1.979 -3.266 -4.379 -0.0709 0.0229 -0.0033
H 0.510 -2.395 -4.879 0.0301 -0.0315 0.0544
H 2.043 -0.072 -1.689 0.1266 0.0462 0.0138
H 0.130 2.658 -0.156 0.2477 -0.0885 0.1012
H 2.134 -0.113 0.309 0.0023 0.0797 -0.0359
H 4.291 0.058 1.592 -0.0151 0.0694 0.0545
H 3.486 1.418 2.410 0.0394 -0.1803 -0.1182
H 3.109 -0.498 3.830 0.0778 -0.1180 -0.0195
H 2.691 -1.537 2.460 0.0501 -0.0682 0.0856
H 1.133 1.498 4.448 0.0798 0.1510 0.0881
H -1.307 1.637 3.941 0.0754 -0.0726 -0.0649
H -3.186 0.311 2.320 -0.1172 0.0390 0.0087
H -3.327 -1.514 0.650 -0.0937 -0.0009 -0.0337
H -1.337 -2.766 -0.012 -0.0011 -0.0795 -0.0872
H 0.862 -2.274 0.966 0.0948 -0.0800 -0.0390
H -3.550 2.033 -1.826 0.0166 -0.0223 0.0205
H -3.599 2.767 -0.204 -0.0367 -0.0690 -0.0509
H -3.754 1.001 -0.380 0.0187 -0.0044 -0.0170
H -2.826 -0.186 -2.166 -0.0993 0.0011 0.0215
```
Positions in Å, forces in eV/Å.

- highest occupied orbital energy (eV) = -7.6
- energy relative to the best compared isomer or geometry (same formula, charge and spin) (kJ/mol) = 71.80
- calculated total energy (Ha) = -1909.15670
- SMILES = COc1cc(NC(=S)NCCc2c[nH]c3ccccc23)c(OC)cc1Cl

Density functional theory data (ωB97M-V with the def2-TZVPD basis set) for a molecular structure, C22H73FN24O15Si2 at a distorted geometry.

Geometry as XYZ:
```
137
Properties=species:S:1:pos:R:3:forces:R:3
C -4.670 -1.275 -3.189 0.7200 -0.5637 -0.0212
C -3.631 -1.909 -4.146 -0.1762 1.1405 0.3923
C -2.268 -1.180 -3.960 -0.8255 -1.0216 -0.3763
C -1.132 -2.117 -4.370 -0.2585 -0.3624 0.3335
O 0.139 -1.864 -3.746 0.3220 1.1640 -0.2164
Si 0.666 -0.281 -3.798 -0.9143 -0.2063 0.0715
O 0.128 0.619 -2.488 1.2291 -0.9709 0.0358
Si 0.731 0.331 -0.941 -0.3344 0.4025 0.3525
O 2.377 0.674 -0.838 -0.7311 -0.1090 -0.1249
C 0.326 -1.374 -0.271 0.3781 -0.4016 0.5570
C -0.741 -1.273 0.858 -0.2016 -0.0797 -0.9601
C 1.584 -2.137 0.246 0.0854 -0.3131 -0.5974
C 1.577 -3.605 -0.242 0.3112 1.0765 0.2858
C 2.538 -0.187 -4.040 -0.1960 0.0874 -0.2950
C 3.065 1.236 -3.923 0.2350 -0.1827 -0.0963
F 3.274 -1.057 -3.232 0.0417 0.0403 0.2559
H -4.524 -1.724 -2.201 -0.1870 0.0909 0.0682
H -5.691 -1.440 -3.529 0.0028 0.1482 0.0628
H -4.435 -0.216 -3.082 -0.3430 0.1167 -0.1069
H -3.537 -2.974 -3.938 -0.0560 -0.0948 -0.1906
H -3.978 -1.727 -5.162 0.1245 -0.3847 -0.1372
H -2.217 -0.904 -2.906 0.4220 0.0589 0.0221
H -2.337 -0.308 -4.605 0.3462 0.2654 0.2286
H -1.023 -2.154 -5.458 0.0449 0.2231 0.0031
H -1.416 -3.126 -4.063 0.1786 -0.0274 0.0776
H 0.071 0.343 -4.997 0.1016 0.1171 -0.0173
H 0.085 1.333 -0.073 0.0073 0.1553 -0.1654
H 2.498 1.543 -0.443 0.1697 -0.0663 -0.0054
H -0.112 -2.024 -1.030 0.0756 0.2608 -0.3176
H -0.673 -2.149 1.503 0.1039 0.1066 0.1890
H -0.691 -0.338 1.412 0.0637 -0.1121 0.2618
H -1.726 -1.324 0.383 -0.0948 0.2083 0.2006
H 1.638 -2.103 1.335 -0.0724 0.1040 0.0281
H 2.505 -1.694 -0.138 0.0040 0.1247 0.1586
H 0.598 -4.046 -0.068 0.0846 -0.3001 -0.0176
H 2.359 -4.144 0.287 -0.1751 -0.3287 -0.0215
H 1.821 -3.580 -1.305 -0.2299 -0.2677 -0.0806
H 2.724 -0.522 -5.070 -0.1171 -0.0382 -0.0006
H 2.588 1.876 -4.669 -0.0817 -0.0761 -0.0529
H 2.889 1.656 -2.938 0.0825 -0.0466 0.0286
H 4.135 1.217 -4.140 0.0283 0.1513 0.1098
C -2.727 2.593 1.631 -0.2852 -0.1796 -0.0178
O -1.612 2.105 1.526 -0.0224 0.1624 -0.0108
N -3.455 2.516 2.781 0.1956 -0.0038 0.2193
N -3.328 3.262 0.601 0.0335 0.0480 -0.0557
H -4.368 2.912 2.892 -0.0227 -0.0399 -0.0367
H -3.038 2.027 3.557 -0.0795 0.0059 0.0465
H -2.823 3.332 -0.262 -0.0301 -0.0461 -0.0156
H -4.240 3.672 0.664 -0.0111 -0.0212 0.0158
C -1.580 2.302 6.527 0.0370 -0.1047 0.0327
O -2.712 1.834 6.468 0.0154 0.0529 -0.1476
N -1.226 3.426 5.836 -0.0850 0.0829 -0.0559
N -0.590 1.747 7.275 -0.2070 0.1365 -0.0433
H -0.308 3.829 5.859 0.0247 -0.0462 -0.0037
H -1.933 3.861 5.275 0.0184 0.0280 -0.0013
H -0.817 0.917 7.789 0.0174 -0.0408 -0.0441
H 0.346 2.108 7.340 0.0626 -0.1164 0.1064
C 3.135 5.626 -2.410 0.0043 -0.0419 -0.0950
O 3.171 6.018 -1.255 0.0237 -0.0192 0.0606
N 2.132 4.823 -2.874 -0.0083 -0.0104 0.0446
N 4.094 5.957 -3.326 0.0075 0.0407 0.0430
H 2.075 4.483 -3.814 0.0232 -0.0145 -0.0019
H 1.417 4.565 -2.220 -0.0576 -0.0086 -0.0647
H 4.843 6.544 -3.012 0.0003 -0.0019 0.0151
H 4.084 5.646 -4.277 -0.0311 -0.0222 0.0038
C 3.010 -6.734 1.852 0.0795 0.0359 0.1202
O 2.040 -6.012 2.037 -0.0301 -0.0578 0.0199
N 4.163 -6.612 2.559 -0.2379 0.1775 -0.4154
N 2.994 -7.732 0.910 -0.0650 -0.0571 -0.0739
H 4.958 -7.205 2.432 -0.0050 -0.0436 0.0809
H 4.206 -5.904 3.268 0.0650 -0.1686 0.2113
H 2.154 -7.843 0.375 -0.0052 0.0282 0.0088
H 3.770 -8.340 0.735 0.0296 0.0244 0.0207
C -8.537 -2.648 -4.395 0.0393 0.0061 0.0212
O -7.569 -2.041 -4.814 -0.0653 -0.0226 -0.0898
N -9.734 -2.664 -5.056 -0.0469 0.0007 -0.0465
N -8.502 -3.361 -3.229 0.0193 -0.0312 0.0508
H -10.544 -3.156 -4.729 0.0132 -0.0071 0.0251
H -9.790 -2.148 -5.913 0.0165 0.0112 0.0061
H -7.636 -3.367 -2.722 0.0068 0.0134 -0.0130
H -9.284 -3.868 -2.863 -0.0162 0.0095 -0.0177
C 2.048 1.277 9.667 -0.0143 0.0231 0.0614
O 1.962 1.678 8.517 0.1416 0.0106 -0.0221
N 1.120 1.594 10.617 -0.0765 0.0111 -0.0096
N 3.075 0.484 10.084 0.0533 -0.0261 -0.0295
H 1.167 1.279 11.566 0.0259 -0.0094 -0.0016
H 0.354 2.178 10.334 0.0124 0.0072 -0.0076
H 3.769 0.236 9.404 -0.0122 0.0063 -0.0121
H 3.168 0.142 11.021 -0.0235 0.0175 0.0109
C 0.068 5.983 1.755 0.1664 -0.1016 -0.1606
O -0.109 6.982 2.445 0.0384 0.1497 -0.0004
N 1.165 5.830 0.958 -0.2663 0.1178 0.2687
N -0.818 4.952 1.730 0.0567 0.1706 -0.0791
H 1.328 5.023 0.389 0.0932 0.0615 0.0024
H 1.839 6.572 0.944 0.0709 -0.0814 -0.1663
H -1.636 5.036 2.303 0.0008 0.0008 0.0021
H -0.695 4.120 1.181 0.0330 -0.1323 0.2000
C 1.144 10.928 3.270 -0.1685 -0.0464 0.0760
O 0.975 11.924 3.957 0.0568 0.0130 -0.0287
N 2.247 10.778 2.470 0.1316 0.0443 -0.0702
N 0.266 9.890 3.238 0.0531 0.0563 -0.1206
H 2.410 9.972 1.898 -0.0460 -0.0312 0.0200
H 2.917 11.524 2.468 -0.0165 0.0092 0.0199
H -0.551 9.967 3.813 0.0100 -0.0029 0.0194
H 0.390 9.059 2.683 -0.0753 -0.1597 0.1327
C -2.837 -0.567 -8.010 0.0202 -0.0132 -0.0632
O -2.678 -0.051 -6.913 0.0059 -0.0005 -0.0209
N -3.910 -1.377 -8.276 -0.0675 -0.0381 0.0608
N -1.969 -0.381 -9.040 -0.1973 -0.1304 0.3401
H -4.066 -1.813 -9.164 0.0279 0.0184 -0.0191
H -4.568 -1.530 -7.535 -0.0069 0.0175 0.0002
H -1.175 0.210 -8.886 0.0334 0.0503 -0.1685
H -2.082 -0.791 -9.946 0.0477 0.0674 -0.0531
C 5.235 -6.820 6.231 -0.3376 0.1481 0.0885
O 5.235 -6.389 5.086 0.4147 -0.0573 0.0136
N 4.248 -6.501 7.103 0.2525 0.1846 0.0296
N 6.217 -7.651 6.702 0.0900 -0.0178 -0.0691
H 4.197 -6.837 8.044 -0.0259 -0.0904 -0.0253
H 3.502 -5.919 6.760 -0.2170 -0.2224 0.0587
H 6.953 -7.898 6.069 -0.0038 0.0154 -0.0059
H 6.231 -8.017 7.633 -0.0470 0.0140 0.0098
C 1.206 0.671 -10.944 0.0070 -0.0173 -0.0006
O 0.010 0.550 -10.727 0.1542 0.0462 -0.0852
N 1.708 1.690 -11.700 -0.0178 0.0555 -0.0377
N 2.129 -0.203 -10.447 -0.0008 -0.0472 0.0371
H 2.684 1.811 -11.893 0.0071 -0.0261 0.0122
H 1.051 2.347 -12.078 -0.0111 -0.0090 0.0098
H 1.787 -0.962 -9.887 -0.0059 0.0058 -0.0024
H 3.114 -0.125 -10.610 -0.0017 0.0208 -0.0118
C 0.265 -5.649 6.973 -0.0735 0.0952 -0.2633
O 1.361 -6.189 6.998 0.0456 0.0343 0.2258
N -0.590 -5.681 8.039 0.0236 -0.0204 0.0846
N -0.184 -4.980 5.875 0.0686 0.0198 -0.0081
H -1.493 -5.248 8.039 -0.0004 0.0053 -0.0423
H -0.284 -6.171 8.858 0.0060 -0.0124 -0.0125
H 0.422 -4.951 5.074 -0.0176 -0.0465 -0.0281
H -1.077 -4.529 5.825 -0.0072 -0.0047 0.0167
```
Positions in Å, forces in eV/Å.

- highest occupied orbital energy (eV) = -9.0
- calculated total energy (Ha) = -4004.33861

Density functional theory data (ωB97M-V with the def2-TZVPD basis set) for a single C4H5N3O molecule at a distorted geometry.

Geometry as XYZ:
```
13
Properties=species:S:1:pos:R:3:forces:R:3
H 1.642 2.644 -1.218 -2.2817 -2.3370 -2.6185
N 0.903 2.014 -1.892 5.4905 9.2834 -0.9819
C 0.420 1.225 -1.177 -1.9926 -8.4279 2.8776
N 0.818 0.484 -0.106 3.3721 3.7734 2.2395
C 0.049 -0.263 0.501 -1.3945 -3.1622 3.6817
C 0.289 -0.847 1.850 -0.3541 -2.5456 1.2644
N -1.161 -0.838 0.115 -0.1580 1.1281 -4.2029
C -1.246 -0.569 -1.163 0.6029 2.3390 2.0924
O -0.441 0.360 -1.785 -4.5899 -2.4101 -2.8925
H -0.763 -1.179 2.188 1.6485 1.2466 0.1664
H 0.720 -1.913 1.851 -0.0228 1.5761 -0.5438
H 0.881 -0.249 2.542 -0.2587 0.0103 -0.0680
H -2.110 -0.870 -1.707 -0.0615 -0.4741 -1.0144
```
Positions in Å, forces in eV/Å.

- highest occupied orbital energy (eV) = -9.9
- energy relative to the best compared isomer or geometry (same formula, charge and spin) (kJ/mol) = 381.89
- calculated total energy (Ha) = -394.82211
- SMILES = [H]/N=c1\nc(C)nco1

The evaluated HOMO-LUMO gap for the records listed, in turn: 8.20 9.32 10.07 eV.